The following is a quantum chemistry calculation of a structure of composition C20H27Br2N6O8Tl, from the Open Molecules 2025 dataset.

Properties
energy above the lowest of the compared OMol25 structures with the same formula, charge and spin	19.03	kcal/mol
frontier orbital gap	8.0	eV
DFT total energy	-191272.1847	eV

```
64
Properties=species:S:1:pos:R:3:mulliken_charge:R:1
Tl 11.28029 9.75176 11.41517 0.929
Br 12.37474 10.59718 15.05736 -0.095
C 11.54408 12.33291 15.15476 -0.407
Br 9.76258 12.42434 15.71562 -0.073
H 11.57744 12.78812 14.16492 0.237
H 12.25158 12.83714 15.84863 0.309
N 8.81381 8.51298 10.38360 -0.135
C 7.36720 8.24491 10.29987 0.097
C 6.98576 7.29670 11.48865 -1.378
C 6.94450 8.02273 12.82472 0.166
N 8.36819 8.32593 13.39192 -0.581
C 6.05838 9.27715 12.77002 -1.329
C 6.45820 10.22456 11.65514 0.101
N 7.79309 10.83773 12.06990 0.287
C 6.65639 9.56786 10.31580 -1.442
H 9.13656 8.99583 9.57183 -0.106
H 9.34017 7.59823 10.44598 0.264
H 8.35735 10.20995 12.63306 0.609
H 7.07292 7.66661 9.39796 0.475
H 7.83436 6.59393 11.56524 0.390
H 6.04006 6.75540 11.33744 0.483
H 6.47353 7.32274 13.48227 0.481
H 9.01916 7.97557 12.63764 0.001
H 8.51814 7.67160 14.14875 0.343
H 6.05742 9.69041 13.78844 0.406
H 5.04013 8.97403 12.65162 0.537
H 5.73914 11.01051 11.48330 0.492
H 7.74606 11.76461 12.49331 0.521
H 8.40544 11.10216 11.22276 -0.505
H 7.11257 10.34884 9.68322 0.326
H 5.74549 9.52555 9.83983 0.591
O 11.69686 7.50881 9.54002 -0.488
C 13.15966 7.49408 9.33958 -0.753
C 13.76238 7.10391 10.63691 0.664
C 15.08032 6.67452 10.59199 -0.647
C 15.65865 6.09278 11.70237 -0.263
C 14.88497 5.88186 12.81974 -0.674
C 13.59528 6.45418 12.83292 -0.314
N 13.07624 7.07622 11.75822 -0.169
H 11.23803 8.04982 8.80706 0.309
H 13.52587 8.45045 8.93364 0.317
H 13.38323 6.75979 8.59769 0.446
H 15.63432 6.81041 9.61838 0.296
H 16.70014 5.82720 11.57644 0.407
H 15.25240 5.34174 13.65970 0.408
H 13.10429 6.45346 13.75611 0.465
O 10.34419 9.36239 8.00518 -0.841
C 10.96473 10.32737 8.44998 0.351
O 12.00549 10.28189 9.17977 -0.789
C 10.44744 11.70361 8.13822 0.817
C 10.43232 12.40811 6.95192 -0.734
C 9.73145 13.60460 6.86838 -0.198
C 8.95199 14.12678 7.88737 -0.618
C 8.92339 13.35814 9.01888 -0.572
C 9.67993 12.17557 9.25463 0.593
O 9.70729 11.55203 10.34644 -0.689
N 7.96447 13.74890 10.05031 0.953
O 7.36897 12.86072 10.62232 -0.580
O 7.73988 14.94337 10.21839 -0.616
N 9.86340 14.36525 5.60578 0.987
O 9.01280 15.24073 5.37460 -0.622
O 10.70794 14.08705 4.80670 -0.611
H 11.01063 12.04047 6.15471 0.617
H 8.34092 15.01247 7.79149 0.556
```